Run 1
Here is a structure of composition C31H52N8OS2V from the OMol25 dataset. Energies are from the ωB97M-V functional and the def2-TZVPD basis.

```
95
Properties=species:S:1:pos:R:3
V -0.40 -0.49 0.30
C 1.02 0.87 3.80
C 1.97 1.57 2.83
C 1.66 1.36 1.33
N 0.24 1.20 0.99
C -0.58 2.27 1.13
C -0.12 3.53 1.48
C -0.79 4.72 1.76
C -2.14 4.96 1.81
C -3.15 4.05 1.52
C -3.06 2.76 1.04
C -1.94 1.96 0.74
N -2.03 0.77 0.13
C -3.20 0.50 -0.71
C -3.82 -0.87 -0.51
C -2.77 -1.95 -0.72
N -1.76 -1.91 0.32
C -2.02 -2.55 1.50
C -3.20 -3.25 1.73
C -3.61 -4.02 2.82
C -2.93 -4.35 3.97
C -1.63 -3.96 4.30
C -0.77 -3.11 3.63
C -0.93 -2.38 2.44
N -0.01 -1.51 2.00
C 1.28 -1.45 2.70
C 1.31 -0.62 3.98
H -0.02 1.02 3.50
H 1.12 1.35 4.78
H 2.99 1.23 3.00
H 1.97 2.63 3.07
H 2.19 0.49 0.95
H 2.06 2.19 0.74
H 0.96 3.63 1.53
H -0.14 5.56 2.00
H -2.46 5.95 2.12
H -4.16 4.40 1.68
H -4.01 2.28 0.89
H -2.89 0.58 -1.76
H -3.95 1.27 -0.59
H -4.63 -0.99 -1.23
H -4.25 -0.95 0.49
H -2.29 -1.80 -1.69
H -3.22 -2.95 -0.79
H -3.93 -3.20 0.95
H -4.61 -4.42 2.73
H -3.44 -4.99 4.67
H -1.25 -4.36 5.23
H 0.16 -2.96 4.15
H 2.01 -1.05 2.01
H 1.61 -2.46 2.92
H 2.30 -0.74 4.42
H 0.60 -1.02 4.71
N -0.24 -0.15 -1.83
C 0.64 -1.06 -2.61
C 0.93 -2.26 -1.74
N 1.26 -1.72 -0.41
H -1.17 -0.12 -2.24
H 0.12 0.81 -1.92
H 1.57 -0.52 -2.81
H 0.19 -1.34 -3.56
H 1.74 -2.87 -2.15
H 0.04 -2.90 -1.64
H 2.13 -1.17 -0.52
H 1.43 -2.47 0.25
C 6.01 -0.17 -1.64
S 4.41 0.59 -1.89
C 4.79 2.18 -1.14
O 3.48 -0.09 -0.93
H 6.76 0.37 -2.23
H 5.94 -1.20 -2.00
H 6.27 -0.15 -0.58
H 5.56 2.68 -1.73
H 5.13 2.03 -0.12
H 3.87 2.76 -1.17
C 0.01 4.35 -6.30
C 1.28 4.60 -5.50
N 1.37 3.77 -4.29
C 0.74 3.99 -3.13
S 0.96 2.90 -1.84
N -0.04 5.07 -3.04
C -0.82 5.47 -1.88
C -2.27 5.73 -2.27
H -0.01 5.00 -7.18
H -0.88 4.55 -5.71
H -0.03 3.32 -6.64
H 1.38 5.65 -5.22
H 2.16 4.37 -6.10
H 1.96 2.96 -4.30
H -0.10 5.67 -3.85
H -0.37 6.36 -1.44
H -0.75 4.67 -1.15
H -2.35 6.51 -3.03
H -2.84 6.06 -1.40
H -2.73 4.83 -2.66
```

LUMO level (alpha / beta)   -0.225 / -0.200 hartree
Highest occupied orbital energy (alpha / beta)   -12.4 / -12.5 eV
2S+1   2
Net charge   +2
Gap between HOMO and LUMO (alpha / beta)   0.2314 / 0.2597 hartree

***

Run 2
Here is a structure of composition C31H52N8OS2V from the OMol25 dataset. Energies are from the ωB97M-V functional and the def2-TZVPD basis.

```
95
Properties=species:S:1:pos:R:3
V 0.65 0.11 -0.06
C -0.52 -2.83 -2.73
C -1.21 -1.60 -3.30
C -1.26 -0.40 -2.36
N 0.03 0.15 -1.96
C 0.72 0.87 -2.86
C 0.32 1.05 -4.19
C 0.97 1.67 -5.24
C 2.22 2.27 -5.29
C 3.08 2.48 -4.23
C 2.90 2.19 -2.88
C 1.84 1.55 -2.24
N 1.74 1.48 -0.90
C 2.59 2.33 -0.06
C 3.79 1.57 0.48
C 3.26 0.43 1.34
N 2.42 -0.48 0.57
C 2.87 -1.68 0.21
C 4.22 -2.04 0.23
C 4.83 -3.26 -0.04
C 4.25 -4.49 -0.32
C 2.91 -4.77 -0.41
C 1.81 -3.92 -0.34
C 1.75 -2.54 -0.18
N 0.60 -1.84 -0.20
C -0.67 -2.55 -0.15
C -1.14 -3.30 -1.42
H 0.55 -2.62 -2.60
H -0.59 -3.63 -3.46
H -2.25 -1.85 -3.55
H -0.72 -1.33 -4.24
H -1.81 -0.69 -1.45
H -1.86 0.40 -2.81
H -0.64 0.65 -4.45
H 0.43 1.66 -6.18
H 2.55 2.63 -6.26
H 4.02 2.96 -4.47
H 3.71 2.50 -2.24
H 1.98 2.66 0.78
H 2.87 3.22 -0.62
H 4.40 2.24 1.10
H 4.42 1.19 -0.32
H 2.63 0.85 2.13
H 4.06 -0.13 1.83
H 4.91 -1.24 0.46
H 5.91 -3.24 0.01
H 4.93 -5.32 -0.47
H 2.66 -5.81 -0.59
H 0.85 -4.41 -0.47
H -1.44 -1.83 0.15
H -0.62 -3.26 0.68
H -2.22 -3.19 -1.48
H -0.95 -4.36 -1.30
N 0.58 2.79 2.48
C -0.60 3.41 1.87
C -1.55 2.37 1.33
N -1.01 1.67 0.15
H 0.30 2.15 3.21
H 1.16 3.50 2.91
H -0.27 4.07 1.07
H -1.17 4.03 2.57
H -2.50 2.85 1.06
H -1.79 1.62 2.09
H -0.82 2.35 -0.59
H -1.78 1.10 -0.21
C -1.01 -0.36 4.30
S -0.52 -1.21 2.82
C 0.91 -2.06 3.44
O 0.02 -0.10 1.93
H -1.36 -1.12 5.00
H -1.84 0.30 4.05
H -0.16 0.18 4.72
H 0.59 -2.80 4.18
H 1.60 -1.34 3.88
H 1.38 -2.57 2.60
C -7.53 -1.99 -0.76
C -7.37 -1.13 0.48
N -6.03 -0.57 0.63
C -4.93 -1.20 1.06
S -3.44 -0.35 1.09
N -5.06 -2.46 1.49
C -4.00 -3.29 2.04
C -3.84 -4.58 1.25
H -8.55 -2.37 -0.83
H -6.85 -2.84 -0.76
H -7.33 -1.41 -1.66
H -7.62 -1.68 1.39
H -8.05 -0.29 0.45
H -5.86 0.37 0.28
H -5.98 -2.87 1.45
H -4.23 -3.50 3.08
H -3.08 -2.69 2.01
H -4.75 -5.18 1.28
H -3.04 -5.18 1.67
H -3.62 -4.37 0.20
```

LUMO level (alpha / beta)   -0.234 / -0.207 hartree
Highest occupied orbital energy (alpha / beta)   -12.1 / -12.3 eV
2S+1   2
Net charge   +2
Gap between HOMO and LUMO (alpha / beta)   0.2100 / 0.2433 hartree

***

Verdict on stability: run 2 comes out at the bottom.

***

Run 1
Here is the ion CH5N2O with charge +1 from the OMol25 dataset. Energies are from the ωB97M-V functional and the def2-TZVPD basis.

```
9
Properties=species:S:1:pos:R:3
C -0.30 -0.33 -0.36
N -1.47 -0.46 0.22
N 0.75 0.14 0.28
O 1.96 0.33 -0.43
H 0.07 -0.70 -1.25
H -2.26 -0.70 -0.33
H -1.54 0.11 1.08
H 0.61 0.35 1.35
H 2.19 1.26 -0.56
```

LUMO level   -0.158 hartree
Highest occupied orbital energy   -16.1 eV
SMILES string   N/C=[NH+]/O
Net charge   +1
Gap between HOMO and LUMO   0.4323 hartree

***

Run 2
Here is a cluster of 2 separate species, CH5N2O in total from the OMol25 dataset. Energies are from the ωB97M-V functional and the def2-TZVPD basis.

```
9
Properties=species:S:1:pos:R:3
C 0.93 -2.10 0.61
N -1.29 0.99 -0.56
N 0.56 -0.97 0.93
O 0.04 0.08 0.88
H 1.88 -2.45 1.22
H 0.50 -2.85 -0.14
H -1.36 0.75 -1.57
H -2.22 0.62 -0.18
H -0.85 1.94 -0.20
```

LUMO level (alpha / beta)   -0.263 / -0.259 hartree
Highest occupied orbital energy (alpha / beta)   -14.7 / -14.9 eV
Net charge   +1
Gap between HOMO and LUMO (alpha / beta)   0.2787 / 0.2900 hartree

***

Verdict on stability: run 2 comes out at the bottom.

***

Run 1
Here is the ion CH5N2O with charge +1 from the OMol25 dataset. Energies are from the ωB97M-V functional and the def2-TZVPD basis.

```
9
Properties=species:S:1:pos:R:3
C 0.16 0.27 1.04
N -0.06 -0.72 -1.07
N -0.39 0.48 -0.28
O -1.06 1.33 -0.74
H 1.07 -0.43 0.95
H -0.63 -0.35 1.62
H 0.31 1.24 1.42
H 0.76 -1.26 -0.87
H -0.16 -0.57 -2.07
```

LUMO level   -0.257 hartree
Highest occupied orbital energy   -17.5 eV
SMILES string   C[N+](N)=O
Net charge   +1
Gap between HOMO and LUMO   0.3872 hartree

***

Run 2
Here is a cluster of 2 separate species, CH5N2O in total from the OMol25 dataset. Energies are from the ωB97M-V functional and the def2-TZVPD basis.

```
9
Properties=species:S:1:pos:R:3
C -1.28 -1.66 0.23
N 1.23 2.06 1.24
N 0.20 1.81 0.52
O -0.22 0.80 0.16
H -1.09 -1.56 -0.89
H -0.74 -2.38 0.77
H -2.07 -1.07 0.70
H 1.60 3.06 1.44
H 1.77 1.36 1.70
```

LUMO level (alpha / beta)   -0.304 / -0.228 hartree
Highest occupied orbital energy (alpha / beta)   -13.4 / -15.4 eV
Net charge   +1
Gap between HOMO and LUMO (alpha / beta)   0.1881 / 0.3400 hartree

***

Verdict on stability: run 2 comes out at the bottom.

***

Run 1
Here is the molecule C4H10BN from the OMol25 dataset. Energies are from the ωB97M-V functional and the def2-TZVPD basis.

```
16
Properties=species:S:1:pos:R:3
B 1.40 0.74 1.05
C -0.20 0.73 0.93
C -0.77 -0.29 -0.20
C -1.28 0.50 -1.42
C 2.03 -1.75 0.66
N 1.86 -0.55 1.06
H 2.01 1.72 1.34
H -0.56 0.52 1.86
H -0.47 1.69 0.75
H 0.00 -0.95 -0.59
H -1.47 -1.02 0.24
H -1.88 -0.24 -2.15
H -2.13 1.13 -1.03
H 2.17 -1.91 -0.32
H 2.11 -2.54 1.36
H -0.49 1.05 -1.97
```

LUMO level   0.030 hartree
Highest occupied orbital energy   -9.9 eV
SMILES string   C=NBCCC
Net charge   0
Gap between HOMO and LUMO   0.3940 hartree

***

Run 2
Here is the molecule C4H10BN from the OMol25 dataset. Energies are from the ωB97M-V functional and the def2-TZVPD basis.

```
16
Properties=species:S:1:pos:R:3
B -0.05 1.34 0.20
C -1.61 0.85 -0.02
C -1.53 -0.66 0.03
C -0.09 -1.08 0.08
C 2.31 -0.01 -0.07
N 0.81 0.25 0.05
H 0.23 2.51 0.04
H -2.50 1.21 0.55
H -1.78 1.02 -1.05
H -1.97 -1.14 0.92
H -2.02 -1.13 -0.82
H 0.05 -1.51 1.15
H 0.28 -1.82 -0.61
H 2.61 0.27 -1.11
H 2.77 0.85 0.39
H 2.50 -0.97 0.26
```

LUMO level   0.031 hartree
Highest occupied orbital energy   -9.2 eV
SMILES string   CN1BCCC1
Net charge   0
Gap between HOMO and LUMO   0.3696 hartree

***

Verdict on stability: run 1 comes out at the bottom.

***

Run 1
Here is a cluster of 2 separate species, C3H6FNO2 in total from the OMol25 dataset. Energies are from the ωB97M-V functional and the def2-TZVPD basis.

```
13
Properties=species:S:1:pos:R:3
C 1.34 0.60 -0.07
C -1.68 0.58 0.42
C 0.42 -0.58 -0.07
N -0.81 -0.57 0.49
O 0.98 1.73 0.11
O 2.62 0.29 -0.30
F 1.07 -1.75 0.15
H -1.95 0.81 -0.61
H -2.58 0.35 1.00
H -1.17 1.44 0.85
H 0.29 -0.78 -1.93
H -1.28 -1.47 0.40
H 2.76 -0.66 -0.44
```

LUMO level   -0.003 hartree
Highest occupied orbital energy   -8.8 eV
Net charge   0
Gap between HOMO and LUMO   0.3203 hartree

***

Run 2
Here is a cluster of 3 separate species, C3H6FNO2 in total from the OMol25 dataset. Energies are from the ωB97M-V functional and the def2-TZVPD basis.

```
13
Properties=species:S:1:pos:R:3
C 2.56 0.83 -1.29
C -0.13 -1.36 1.61
C -0.84 -1.14 0.52
N -1.13 0.31 0.24
O 1.78 1.12 -0.46
O 3.27 0.53 -2.13
F -1.05 1.84 -2.10
H 0.32 -2.24 1.95
H -0.12 -0.50 2.24
H -0.88 -1.93 -0.29
H -1.09 0.76 1.16
H -2.07 0.41 -0.05
H -0.62 1.36 -1.41
```

LUMO level   0.020 hartree
Highest occupied orbital energy   -9.5 eV
SMILES string   O=C=O.C=CN.F
Net charge   0
Gap between HOMO and LUMO   0.3701 hartree

***

Run 3
Here is a cluster of 2 separate species, C3H6FNO2 in total from the OMol25 dataset. Energies are from the ωB97M-V functional and the def2-TZVPD basis.

```
13
Properties=species:S:1:pos:R:3
C -2.87 -0.12 2.04
C 1.33 -0.97 -1.18
C 0.49 1.23 -0.31
N 1.15 -0.08 0.00
O -2.57 0.95 2.30
O -3.19 -1.17 1.68
F 0.47 -0.82 1.00
H 1.84 -1.82 -0.81
H 0.41 -1.15 -1.82
H 2.04 -0.52 -1.82
H 0.37 1.41 -1.41
H -0.59 1.08 0.08
H 1.11 1.99 0.23
```

LUMO level   0.023 hartree
Highest occupied orbital energy   -9.2 eV
SMILES string   CN(C)F.O=C=O
Net charge   0
Gap between HOMO and LUMO   0.3609 hartree

***

Verdict on stability: run 1 comes out at the bottom.

***

Run 1
Here is the molecule C5H10NP from the OMol25 dataset. Energies are from the ωB97M-V functional and the def2-TZVPD basis.

```
17
Properties=species:S:1:pos:R:3
C -2.15 0.61 -0.29
C -1.87 -0.58 -0.78
C -1.06 1.06 0.66
C -0.66 -1.20 -0.04
C 2.61 -0.38 0.12
N 0.02 0.08 0.47
P 1.22 0.66 -0.63
H -2.91 1.27 -0.71
H -2.69 -0.95 -1.39
H -0.76 2.13 0.54
H -1.42 0.92 1.67
H -0.85 -1.95 0.67
H 0.03 -1.59 -0.69
H 2.56 -1.31 -0.35
H 2.88 -0.63 1.16
H 3.55 0.08 -0.41
H 1.50 1.80 0.01
```

LUMO level   0.042 hartree
Highest occupied orbital energy   -8.0 eV
SMILES string   CPN1CC=CC1
Net charge   0
Gap between HOMO and LUMO   0.3372 hartree

***

Run 2
Here is a cluster of 2 separate species, C5H10NP in total from the OMol25 dataset. Energies are from the ωB97M-V functional and the def2-TZVPD basis.

```
17
Properties=species:S:1:pos:R:3
C 0.94 0.19 -1.59
C -0.04 0.28 0.54
C 1.40 1.61 -1.88
C -1.45 -1.28 1.96
C -0.79 -0.97 0.60
N 0.99 -0.97 -2.06
P 0.26 1.74 1.26
H 0.56 2.24 -2.25
H 1.64 2.06 -0.88
H 2.20 1.69 -2.49
H -0.77 -1.39 2.93
H -2.12 -0.41 2.17
H -2.01 -2.23 1.86
H -1.56 -0.74 -0.14
H -0.12 -1.86 0.33
H 1.12 -1.48 -2.92
H -0.26 1.52 2.53
```

LUMO level (alpha / beta)   0.027 / 0.027 hartree
Highest occupied orbital energy (alpha / beta)   -7.6 / -7.6 eV
Net charge   0
Gap between HOMO and LUMO (alpha / beta)   0.3059 / 0.3059 hartree

***

Verdict on stability: run 2 comes out at the bottom.

***

Run 1
Here is a cluster of 2 separate species, C15H18O2 in total from the OMol25 dataset. Energies are from the ωB97M-V functional and the def2-TZVPD basis.

```
35
Properties=species:S:1:pos:R:3
C 1.39 3.25 -2.51
C 1.84 1.01 -1.42
C 1.72 2.38 -1.36
C 2.01 0.24 -0.25
C 1.89 3.02 -0.11
C 2.18 0.87 0.96
C 2.14 2.27 1.02
O 2.11 0.27 2.21
H 1.88 0.50 -2.37
H 2.06 -0.84 -0.30
H 1.02 4.21 -2.17
H 0.69 2.83 -3.24
H 1.88 4.09 0.00
H 2.36 2.75 1.97
H 1.52 -0.47 2.10
H 2.24 3.47 -3.19
C -1.74 0.33 0.08
C -3.25 0.51 -0.17
C -1.47 -1.13 0.34
C -1.38 -2.04 -0.68
C -1.03 -1.41 1.68
C -0.86 -3.32 -0.33
C -0.64 -2.68 1.98
C -0.45 -3.63 0.93
O 0.09 -4.86 1.26
H -1.26 0.56 -0.87
H -1.32 1.03 0.79
H -3.52 1.57 -0.18
H -1.89 -1.81 -1.60
H -1.05 -0.61 2.41
H -0.82 -4.13 -1.05
H -0.31 -2.98 2.96
H -0.61 -5.40 1.60
H -3.87 0.10 0.62
H -3.56 0.05 -1.11
```

LUMO level   0.028 hartree
Highest occupied orbital energy   -8.4 eV
SMILES string   CCc1ccc(O)cc1.Cc1ccc(O)cc1
Net charge   0
Gap between HOMO and LUMO   0.3372 hartree

***

Run 2
Here is a cluster of 2 separate species, C15H18O2 in total from the OMol25 dataset. Energies are from the ωB97M-V functional and the def2-TZVPD basis.

```
35
Properties=species:S:1:pos:R:3
C -0.80 2.90 -2.03
C -0.24 3.87 2.11
C 0.90 3.60 1.36
C -1.51 3.92 1.54
C 0.74 3.14 0.07
C -1.65 3.39 0.30
C -0.57 3.12 -0.50
O -0.05 4.26 3.48
H 1.84 3.64 1.87
H 0.57 3.67 3.85
H -2.31 4.37 2.04
H 1.48 2.64 -0.56
H -2.55 3.53 -0.11
H -0.83 3.80 -2.68
H -1.69 2.32 -2.40
H 0.04 2.35 -2.49
C 2.41 -3.69 0.47
C 3.58 -3.57 -0.55
C 1.05 -3.31 -0.05
C -0.05 -4.07 0.19
C 0.98 -2.25 -0.96
C -1.28 -3.82 -0.49
C -0.25 -1.85 -1.43
C -1.40 -2.70 -1.33
O -2.58 -2.35 -1.91
H 2.53 -4.80 0.75
H 2.55 -3.22 1.51
H 4.47 -3.62 0.08
H 0.03 -4.79 1.08
H 1.81 -1.58 -1.05
H -1.94 -4.66 -0.34
H -0.36 -0.91 -2.04
H -3.21 -3.25 -1.82
H 3.56 -2.67 -1.15
H 3.70 -4.27 -1.38
```

LUMO level   0.025 hartree
Highest occupied orbital energy   -8.3 eV
SMILES string   CCc1ccc(O)cc1.Cc1ccc(O)cc1
Net charge   0
Gap between HOMO and LUMO   0.3310 hartree

***

Verdict on stability: run 2 comes out at the bottom.

***

Run 1
Here is the molecule C3H2O2 from the OMol25 dataset. Energies are from the ωB97M-V functional and the def2-TZVPD basis.

```
7
Properties=species:S:1:pos:R:3
C -2.91 0.19 -0.02
C -0.46 -0.16 0.04
C 0.85 -0.42 -0.03
O -1.74 -0.07 -0.09
O 1.81 0.52 -0.06
H 1.24 -1.40 0.27
H 1.20 1.35 -0.09
```

LUMO level (alpha / beta)   -0.008 / -0.008 hartree
Highest occupied orbital energy (alpha / beta)   -7.8 / -7.8 eV
Net charge   0
Gap between HOMO and LUMO (alpha / beta)   0.2771 / 0.2771 hartree

***

Run 2
Here is the molecule C3H2O2 from the OMol25 dataset. Energies are from the ωB97M-V functional and the def2-TZVPD basis.

```
7
Properties=species:S:1:pos:R:3
C -0.97 0.55 0.07
C -1.58 1.58 0.00
C 1.31 0.40 -0.22
O 0.09 -0.22 0.05
O 1.38 1.62 0.01
H -2.15 2.44 -0.27
H 2.21 -0.26 -0.54
```

LUMO level   0.023 hartree
Highest occupied orbital energy   -10.1 eV
SMILES string   C#COC=O
Net charge   0
Gap between HOMO and LUMO   0.3930 hartree

***

Run 3
Here is a cluster of 2 separate species, C3H2O2 in total from the OMol25 dataset. Energies are from the ωB97M-V functional and the def2-TZVPD basis.

```
7
Properties=species:S:1:pos:R:3
C 1.20 -0.05 0.02
C 2.01 -0.98 -0.10
C -0.29 0.11 0.13
O 0.51 1.16 -0.03
O -1.13 -0.33 -0.76
H -0.62 -0.32 1.75
H -1.69 0.41 -1.02
```

LUMO level   -0.036 hartree
Highest occupied orbital energy   -10.4 eV
Net charge   0
Gap between HOMO and LUMO   0.3450 hartree

***

Run 4
Here is a cluster of 2 separate species, C3H2O2 in total from the OMol25 dataset. Energies are from the ωB97M-V functional and the def2-TZVPD basis.

```
7
Properties=species:S:1:pos:R:3
C -3.66 1.67 0.20
C -3.82 0.36 0.06
C -0.50 0.10 0.17
O -3.84 -0.79 0.18
O -1.29 0.28 -0.70
H 0.41 -0.52 -0.02
H -0.79 0.38 1.27
```

LUMO level (alpha / beta)   -0.080 / -0.080 hartree
Highest occupied orbital energy (alpha / beta)   -10.0 / -9.9 eV
Net charge   0
Gap between HOMO and LUMO (alpha / beta)   0.2873 / 0.2837 hartree

***

Verdict on stability: run 3 comes out at the bottom.